The following is a DFT calculation (ωB97M-V with the def2-TZVPD basis set) of C21H26Cl2N2OSi2V as an isolated structure at a distorted geometry.

The geometry in XYZ format:
```
55
C21H26Cl2N2OSi2V ωB97M-V with the def2-TZVPD basis set
Cl 3.11 -1.75 3.95
H -2.43 -1.04 -2.36
O 1.38 -0.56 -1.87
H -0.33 2.61 -3.92
H 4.77 0.56 0.61
H 1.62 3.69 -1.84
H -3.90 -1.41 1.05
H 3.06 -2.59 0.15
C -1.38 3.89 -0.94
C 2.44 -1.48 2.36
C 0.81 1.07 1.44
C -2.85 -1.14 0.96
H -2.45 3.73 -1.04
H 2.43 1.79 2.46
C 3.87 -0.02 0.44
C -3.75 1.69 0.39
N 0.03 -3.28 0.03
V -0.35 -0.89 -1.59
C 0.95 -3.42 2.74
H -3.24 2.20 1.21
H -2.31 -2.02 0.61
C -0.89 0.80 -0.47
Cl 4.57 0.27 -2.13
C 1.41 2.73 -1.36
C 0.04 0.22 0.52
H -4.70 1.30 0.77
C 2.05 0.94 1.90
H 1.81 2.78 -0.34
H -1.11 4.72 -1.59
C 0.18 -4.36 2.19
C -0.81 1.92 -3.22
C 2.37 -1.07 -1.10
C 1.45 -2.29 1.96
N 0.10 -1.05 0.23
H -0.41 0.92 -3.48
C -0.25 -4.26 0.80
C 0.91 -2.21 0.53
H 0.31 2.00 1.65
C 3.06 -0.20 1.76
H -3.38 0.40 -2.66
Si -2.70 0.29 -0.23
H 3.82 0.04 2.50
H 1.97 1.96 -1.91
C -3.21 -0.38 -1.92
H -1.88 1.92 -3.43
H -3.98 2.42 -0.38
C 3.59 -0.31 -0.83
H -1.17 4.19 0.09
H -4.09 -1.01 -1.86
Si -0.41 2.38 -1.44
H -2.47 -0.89 1.95
H -0.17 -5.20 2.77
H 1.22 -3.48 3.79
H -0.89 -5.03 0.38
C 2.19 -2.10 -0.27
```

Computed properties:
charge	+1
expectation value of S²	2.04
lowest unoccupied orbital energy (alpha / beta)	-3.771 / -3.804	eV
spin multiplicity	3
frontier orbital gap (alpha / beta)	0.291 / 0.291	hartree
HOMO energy (alpha / beta)	-11.678 / -11.734	eV
ΔE to the lowest compared entry with this formula, charge and spin	6.674	eV

---

The following is a DFT calculation (ωB97M-V with the def2-TZVPD basis set) of C13H10F6IN6O4S2SeW as an isolated structure at a distorted geometry.

The geometry in XYZ format:
```
44
C13H10F6IN6O4S2SeW ωB97M-V with the def2-TZVPD basis set
C -2.48 4.62 1.31
N 2.04 0.14 -1.48
N 0.69 2.92 1.49
C 2.37 -3.46 2.28
C 2.99 0.80 -3.37
C -1.45 -2.98 -3.17
H -2.52 -3.03 -2.95
H 1.59 1.97 -2.34
C 3.51 -0.46 -3.07
H -0.73 4.79 2.54
H -1.33 -2.79 -4.24
N 2.12 1.12 -2.41
C -1.22 4.28 1.73
S -1.65 -1.88 1.89
F 2.26 -3.37 3.57
N -0.53 1.40 -0.47
O 0.86 -2.65 0.06
O -2.88 -2.52 1.74
H -3.03 5.40 1.82
N -0.41 -2.78 2.28
S 0.91 -2.49 1.51
O 1.29 -1.03 1.65
C -0.83 -1.95 -2.42
H -2.85 2.46 -1.31
H -4.03 4.28 -0.15
C -3.06 3.97 0.21
N -0.30 -1.11 -1.83
C -0.51 3.22 1.10
C -1.17 2.48 0.00
F 3.40 -2.78 1.82
C -2.40 2.94 -0.45
F 2.37 -4.68 1.85
Se 1.85 1.68 1.16
H 3.02 -1.74 -1.32
O -1.20 -1.07 0.69
F -2.96 0.09 3.05
F -0.85 0.45 2.86
W 0.45 -0.06 -0.03
C 2.88 -0.83 -1.89
I 4.91 -1.52 -4.17
F -1.57 -0.85 4.41
C -1.80 -0.48 3.19
H 3.22 1.45 -4.20
H -0.99 -3.94 -2.94
```

Computed properties:
charge	+3
lowest unoccupied orbital energy (alpha / beta)	-12.412 / -12.412	eV
frontier orbital gap (alpha / beta)	0.166 / 0.166	hartree
HOMO energy (alpha / beta)	-16.939 / -16.938	eV
ΔE to the lowest compared entry with this formula, charge and spin	0.350	eV

---

The following is a DFT calculation (ωB97M-V with the def2-TZVPD basis set) of FHO2SY as an isolated structure at a distorted geometry.

The geometry in XYZ format:
```
6
FHO2SY ωB97M-V with the def2-TZVPD basis set
Y -1.43 -0.07 -0.02
O 0.72 -0.78 0.28
F -3.40 -0.02 0.00
H 1.27 -1.55 0.11
S 1.16 0.68 -0.68
O 1.68 1.74 0.30
```

Computed properties:
charge	+1
lowest unoccupied orbital energy	-6.613	eV
frontier orbital gap	0.231	hartree
HOMO energy	-12.895	eV

---

Number 1: electronic energy -3443.62761 hartree. Number 2: electronic energy -5291.53343 hartree. Number 3: electronic energy -687.20262 hartree.